Record 1
This record from the Open Molecules 2025 dataset describes a cluster of 8 separate species, C24H64N14O10P in total in a non-equilibrium geometry. The level of theory is ωB97M-V/def2-TZVPD.

Cartesian coordinates (Å):
C (-3.403, -2.784, 3.384)
C (-4.117, -3.339, 2.100)
C (-4.222, -2.217, 1.003)
C (-3.111, -2.269, -0.093)
C (-3.492, -1.576, -1.443)
C (-4.257, -0.220, -1.319)
C (-3.368, 1.077, -1.351)
C (-2.031, 1.031, -0.538)
C (-2.113, 1.726, 0.886)
C (-1.948, 0.710, 2.078)
C (-0.843, 1.123, 3.100)
C (0.635, 1.081, 2.523)
C (0.777, 0.054, 1.352)
C (2.253, -0.344, 1.001)
C (2.675, 0.040, -0.470)
C (2.273, -1.044, -1.529)
C (1.508, 0.627, 3.767)
P (1.391, -1.206, 4.199)
O (1.537, -1.323, 5.734)
O (2.700, -2.100, 3.563)
O (-0.084, -1.895, 3.818)
H (-4.094, -2.446, 4.179)
H (-2.807, -1.894, 3.093)
H (-2.697, -3.541, 3.775)
H (-3.501, -4.165, 1.693)
H (-5.161, -3.651, 2.325)
H (-4.117, -1.235, 1.520)
H (-5.228, -2.246, 0.537)
H (-2.952, -3.351, -0.330)
H (-2.132, -1.929, 0.314)
H (-2.530, -1.351, -1.965)
H (-4.005, -2.334, -2.089)
H (-4.933, -0.146, -0.445)
H (-4.920, -0.152, -2.217)
H (-3.984, 1.884, -0.890)
H (-3.199, 1.420, -2.393)
H (-1.301, 1.655, -1.109)
H (-1.566, 0.034, -0.445)
H (-1.331, 2.509, 0.999)
H (-3.089, 2.250, 0.978)
H (-2.919, 0.734, 2.638)
H (-1.833, -0.338, 1.741)
H (-0.943, 0.538, 4.053)
H (-1.043, 2.185, 3.387)
H (0.372, 0.559, 0.442)
H (0.182, -0.893, 1.465)
H (3.025, 0.082, 1.674)
H (2.347, -1.455, 1.054)
H (2.265, 1.028, -0.750)
H (3.794, 0.073, -0.459)
H (1.805, -0.552, -2.423)
H (1.530, -1.776, -1.148)
H (3.144, -1.618, -1.923)
H (2.586, 0.860, 3.633)
H (1.160, 1.161, 4.676)
H (3.422, -1.466, 3.560)
H (0.109, -2.688, 3.298)
C (-3.829, -4.946, -4.209)
O (-3.835, -4.298, -3.177)
N (-2.678, -5.414, -4.771)
N (-4.972, -5.257, -4.886)
H (-2.647, -5.948, -5.617)
H (-1.819, -5.202, -4.297)
H (-5.837, -4.927, -4.499)
H (-4.991, -5.788, -5.735)
C (1.430, 0.905, -5.176)
O (1.054, 0.959, -4.019)
N (2.686, 0.494, -5.513)
N (0.625, 1.248, -6.226)
H (3.019, 0.439, -6.456)
H (3.302, 0.227, -4.760)
H (-0.306, 1.553, -6.008)
H (0.912, 1.210, -7.184)
C (-3.987, 4.984, -2.434)
O (-4.113, 3.816, -2.770)
N (-5.044, 5.852, -2.388)
N (-2.788, 5.517, -2.080)
H (-4.964, 6.812, -2.115)
H (-5.943, 5.491, -2.642)
H (-1.991, 4.907, -2.099)
H (-2.659, 6.470, -1.803)
C (0.857, 2.402, 7.494)
O (-0.036, 2.624, 6.692)
N (1.054, 3.185, 8.601)
N (1.726, 1.366, 7.361)
H (1.777, 3.025, 9.274)
H (0.430, 3.959, 8.730)
H (1.613, 0.763, 6.555)
H (2.462, 1.174, 8.010)
C (6.477, -4.396, 4.268)
O (7.601, -4.883, 4.232)
N (5.578, -4.693, 5.247)
N (6.028, -3.515, 3.333)
H (4.654, -4.303, 5.293)
H (5.871, -5.339, 5.955)
H (6.659, -3.268, 2.595)
H (5.111, -3.108, 3.348)
C (5.831, -1.538, -3.347)
O (4.653, -1.235, -3.452)
N (6.472, -2.326, -4.259)
N (6.599, -1.114, -2.306)
H (7.436, -2.586, -4.191)
H (5.933, -2.656, -5.037)
H (6.154, -0.534, -1.617)
H (7.566, -1.348, -2.195)
C (0.149, 6.812, -3.757)
O (-0.284, 6.851, -2.616)
N (1.395, 6.348, -4.048)
N (-0.582, 7.226, -4.832)
H (1.771, 6.304, -4.975)
H (1.958, 6.032, -3.279)
H (-1.506, 7.571, -4.651)
H (-0.248, 7.202, -5.775)

Cartesian forces (eV/Å) of the 2 atoms listed first:
C 0.223 -0.068 -0.619
C 0.114 1.161 -0.005

Its highest occupied orbital energy is -1.454 eV. Its net charge is -1.

---

Record 2
This record from the Open Molecules 2025 dataset describes a structure of composition C38H46N10ORuSSi4Te in a non-equilibrium geometry. The level of theory is ωB97M-V/def2-TZVPD.

Cartesian coordinates (Å):
Ru (1.848, -0.827, 0.180)
C (6.004, -0.931, -1.338)
C (4.811, -0.424, -0.884)
N (3.761, -1.207, -0.606)
C (3.931, -2.573, -0.855)
C (5.195, -3.038, -1.250)
N (6.219, -2.263, -1.484)
C (2.764, -3.378, -0.758)
C (2.649, -4.750, -1.037)
C (1.389, -5.347, -1.061)
C (0.261, -4.558, -0.791)
C (0.428, -3.216, -0.437)
N (1.662, -2.669, -0.427)
C (-0.577, -2.310, 0.018)
C (-1.959, -2.465, -0.107)
N (-2.845, -1.672, 0.449)
C (-2.350, -0.652, 1.200)
C (-1.002, -0.392, 1.271)
N (-0.090, -1.170, 0.672)
C (1.245, -6.771, -1.343)
C (2.176, -7.486, -2.108)
C (1.986, -8.839, -2.316)
N (0.960, -9.530, -1.839)
C (0.071, -8.856, -1.123)
C (0.162, -7.507, -0.846)
H (6.824, -0.288, -1.615)
H (4.680, 0.648, -0.762)
H (5.354, -4.099, -1.388)
H (3.537, -5.330, -1.223)
H (-0.732, -4.969, -0.856)
H (-2.353, -3.277, -0.703)
H (-3.071, -0.038, 1.715)
H (-0.619, 0.404, 1.899)
H (3.020, -6.990, -2.562)
H (2.687, -9.416, -2.906)
H (-0.763, -9.441, -0.752)
H (-0.588, -7.030, -0.236)
S (1.794, 1.462, 1.066)
C (2.750, 2.228, -0.023)
N (3.396, 2.806, -0.791)
C (3.529, -2.458, 4.413)
C (2.306, -2.907, 3.948)
C (1.812, -2.455, 2.737)
C (2.510, -1.525, 1.970)
C (3.743, -1.093, 2.453)
C (4.253, -1.558, 3.653)
H (3.915, -2.805, 5.360)
H (1.734, -3.619, 4.529)
H (0.863, -2.850, 2.393)
H (4.336, -0.383, 1.880)
H (5.222, -1.214, 3.990)
C (-1.212, 5.167, -2.442)
Si (-1.831, 5.333, -0.641)
C (-3.372, 6.469, -0.660)
C (-0.448, 6.206, 0.353)
Si (-2.382, 3.186, 0.298)
Te (-0.700, 1.697, -0.858)
Si (-4.585, 2.585, -0.404)
C (-4.720, 2.941, -2.280)
C (-5.223, 0.810, -0.098)
C (-5.854, 3.728, 0.469)
Si (-2.344, 3.401, 2.691)
C (-3.178, 5.063, 3.165)
C (-3.355, 2.073, 3.643)
C (-0.573, 3.429, 3.406)
H (-0.993, 6.119, -2.918)
H (-1.946, 4.653, -3.056)
H (-0.305, 4.571, -2.464)
H (-3.117, 7.497, -0.898)
H (-3.868, 6.467, 0.304)
H (-4.091, 6.132, -1.398)
H (-0.221, 7.196, -0.032)
H (0.464, 5.620, 0.313)
H (-0.716, 6.321, 1.398)
H (-3.901, 2.473, -2.817)
H (-4.672, 4.007, -2.472)
H (-5.649, 2.572, -2.704)
H (-4.485, 0.059, -0.359)
H (-6.115, 0.603, -0.686)
H (-5.479, 0.660, 0.947)
H (-5.599, 4.773, 0.341)
H (-5.899, 3.531, 1.535)
H (-6.853, 3.580, 0.067)
H (-4.230, 5.062, 2.899)
H (-2.716, 5.904, 2.658)
H (-3.111, 5.245, 4.234)
H (-4.305, 1.886, 3.151)
H (-3.572, 2.390, 4.662)
H (-2.823, 1.129, 3.699)
H (-0.022, 4.286, 3.032)
H (-0.021, 2.544, 3.109)
H (-0.558, 3.475, 4.492)
N (2.504, 1.485, -3.228)
C (2.142, 0.230, -2.837)
O (1.404, 0.105, -1.813)
C (2.548, -0.857, -3.646)
C (3.543, -0.697, -4.607)
N (4.389, -0.548, -5.378)
C (1.985, -2.126, -3.535)
N (1.518, -3.180, -3.511)
H (2.545, 2.203, -2.512)
H (3.167, 1.570, -3.981)

Cartesian forces (eV/Å) of the 2 atoms listed first:
Ru 0.238 -0.629 0.018
C 0.393 -1.396 -0.292

The calculation puts the energy above the lowest of the compared OMol25 structures with the same formula, charge and spin at 11.63 kcal/mol. Its highest occupied orbital energy (alpha / beta) is -4.872 / -4.843 eV. The expectation value of S² is 0.755. Its multiplicity is 2. Its net charge is -1.